# 1
Molecular formula: C39H35AgBN12PS
Method: DFT, ωB97M-V with the def2-TZVPD basis set

Output
Net charge   +1
Relative energy (zero: lowest compared OMol25 entry of this formula, charge and spin)   0.496 eV
2S+1   2
E_LUMO (alpha / beta)   -2.63 / -4.42 eV

Each line ends with the Löwdin charge.
Element x y z (Å)
Ag -0.63443 0.20084 -0.32517  0.937
C 3.42192 1.03364 2.01119  -0.062
C 2.30679 0.19945 1.86132  -0.171
N 1.31288 0.84125 1.26572  0.002
N 1.76676 2.09194 0.99935  0.017
C 3.03316 2.22765 1.44570  -0.073
B 0.73671 3.08767 0.42896  -0.644
N -0.60764 2.89254 1.19837  0.005
C -0.97773 3.47607 2.35081  -0.066
C -2.16198 2.91254 2.77668  -0.038
C -2.44339 1.94404 1.81141  -0.158
N -1.50610 1.93370 0.87212  -0.023
N 0.45783 2.86035 -1.11000  0.044
C 0.67759 3.74635 -2.09936  -0.036
C 0.13562 3.25480 -3.26541  -0.036
C -0.41844 2.02736 -2.90475  -0.147
N -0.21967 1.81099 -1.61097  -0.077
N 1.16556 4.53793 0.56300  -0.033
C 0.36124 5.62965 0.54377  -0.097
C 1.14194 6.73623 0.32140  -0.052
C 2.44129 6.21576 0.19707  -0.148
N 2.45184 4.90255 0.32341  0.065
H 4.36525 0.81067 2.47284  0.097
H 2.18120 -0.82834 2.16552  0.101
H 3.55143 3.15909 1.32034  0.102
H -0.37738 4.25989 2.77831  0.131
H -2.73928 3.17823 3.64197  0.100
H -3.27440 1.26147 1.74177  0.111
H 1.19908 4.66513 -1.89508  0.122
H 0.13321 3.72097 -4.23266  0.105
H -0.95449 1.30099 -3.49229  0.106
H -0.70355 5.53793 0.66554  0.123
H 0.82375 7.75996 0.26762  0.095
H 3.36447 6.74265 0.02371  0.105
N 0.55566 -1.32319 -3.17660  -0.103
P 1.38691 -0.81955 -1.77487  1.028
C 2.28155 -2.27692 -1.18220  -0.350
C 3.42897 -2.74283 -1.82489  -0.079
C 4.04962 -3.90105 -1.38884  -0.063
C 3.53404 -4.60052 -0.30509  -0.064
C 2.40132 -4.13715 0.34728  -0.066
C 1.78209 -2.97620 -0.09084  -0.106
C 2.65917 0.27399 -2.40702  -0.368
C 3.70481 0.59195 -1.53772  -0.096
C 4.66012 1.51776 -1.91482  -0.057
C 4.58436 2.12557 -3.16203  -0.062
C 3.54888 1.81246 -4.02748  -0.069
C 2.57759 0.89632 -3.64789  -0.101
C -0.81964 -1.47998 -3.28678  -0.395
C -1.37701 -1.92845 -4.49370  -0.008
C -2.74166 -2.05143 -4.57858  -0.049
C -3.54048 -1.72373 -3.47980  -0.058
C -2.90420 -1.29009 -2.34221  -0.145
N -1.56990 -1.17807 -2.23587  0.021
H 1.08553 -1.66443 -3.96771  0.115
H 3.84947 -2.19427 -2.65895  0.110
H 4.93789 -4.25875 -1.89067  0.111
H 4.02293 -5.50260 0.03546  0.111
H 2.00596 -4.67389 1.19818  0.108
H 0.91652 -2.59857 0.43359  0.062
H 3.76474 0.12867 -0.55948  0.095
H 5.45991 1.76756 -1.23232  0.112
H 5.33463 2.84580 -3.45703  0.110
H 3.48443 2.28663 -4.99665  0.110
H 1.75467 0.68324 -4.31668  0.095
H -0.73733 -2.16722 -5.33270  0.116
H -3.19172 -2.39926 -5.49848  0.117
H -4.61581 -1.80254 -3.51492  0.108
H -3.46715 -1.01535 -1.45766  0.108
S -2.43437 -4.22460 4.37306  1.001
C -1.92987 -3.09015 3.09455  -0.494
C -2.01623 -3.44283 1.75427  -0.048
C -1.61968 -2.53184 0.79394  -0.133
N -1.14685 -1.32327 1.11560  -0.047
C -1.03974 -0.98213 2.40414  -0.125
C -1.41902 -1.84221 3.41998  -0.041
C -4.15401 -3.76897 4.46031  -0.523
C -4.58140 -2.76366 5.31399  -0.078
C -5.93241 -2.45196 5.34166  -0.134
N -6.84987 -3.06420 4.59976  0.072
C -6.42779 -4.03899 3.80084  -0.134
C -5.10174 -4.43099 3.69423  -0.079
H -2.38409 -4.41451 1.45895  0.116
H -1.66229 -2.75397 -0.26280  0.099
H -0.62326 -0.00377 2.59999  0.092
H -1.31157 -1.53803 4.45095  0.117
H -3.88411 -2.23924 5.95132  0.105
H -6.29242 -1.66986 5.99903  0.111
H -7.18750 -4.53981 3.21289  0.111
H -4.81961 -5.24090 3.03711  0.104

Forces on atoms 1 to 2 (eV/Å):
Ag 0.496 0.198 -0.284
C -0.048 0.035 -0.046

---

# 2
Molecular formula: C28H27N9O2PRhS2
Method: DFT, ωB97M-V with the def2-TZVPD basis set

Output
Net charge   +2
Relative energy (zero: lowest compared OMol25 entry of this formula, charge and spin)   0.000 eV
2S+1   1
E_LUMO   -5.44 eV

Each line ends with the Löwdin charge.
Element x y z (Å)
Rh -0.14218 -0.21331 0.01310  1.161
C 4.17494 2.29273 2.37151  0.007
N 2.80553 2.04735 1.92265  -0.098
C 1.74886 2.89804 2.09366  -0.005
C 0.66728 2.31028 1.50640  -0.100
N 1.06565 1.10495 0.99872  -0.083
C 2.35725 0.96776 1.25026  -0.447
P 3.33036 -0.44254 0.66290  1.205
C 2.69317 -0.41119 -1.04648  -0.449
N 1.41231 -0.43951 -1.40914  -0.067
C 1.37853 -0.42020 -2.76992  -0.137
C 2.65659 -0.40607 -3.24204  -0.021
N 3.47267 -0.39428 -2.14832  -0.103
C 4.93331 -0.38117 -2.18682  0.002
C 2.18603 -1.75306 1.20544  -0.429
N 0.89855 -1.82911 0.86827  -0.032
C 0.46575 -3.07622 1.22986  -0.066
C 1.50136 -3.74637 1.80976  -0.008
N 2.57611 -2.90634 1.78494  -0.107
C 3.91568 -3.23222 2.27394  0.003
H 4.17695 3.19042 2.98196  0.103
H 4.53047 1.45784 2.97043  0.094
H 4.83157 2.44304 1.51736  0.100
H 1.85193 3.84075 2.60219  0.141
H -0.34629 2.66716 1.42529  0.117
H 0.45777 -0.40659 -3.32436  0.109
H 3.04515 -0.38770 -4.24515  0.140
H 5.24453 -0.34380 -3.22616  0.103
H 5.31720 0.49738 -1.67348  0.096
H 5.33443 -1.28309 -1.72976  0.096
H -0.53067 -3.43321 1.05223  0.113
H 1.55997 -4.74084 2.21671  0.140
H 3.85470 -4.15621 2.84071  0.103
H 4.60142 -3.36951 1.44058  0.099
H 4.27910 -2.44224 2.92586  0.094
N -1.33430 -0.25343 1.73334  0.041
C -2.18860 -1.41452 1.69367  -0.232
C -2.77027 -1.98795 2.78521  0.018
C -3.66414 -3.06922 2.61728  -0.030
C -3.96647 -3.54361 1.37208  0.008
C -3.33530 -2.99767 0.22760  -0.131
C -3.53855 -3.46305 -1.09269  0.045
C -2.82666 -2.91352 -2.12280  0.002
C -1.87133 -1.92364 -1.84228  -0.070
N -1.65851 -1.47578 -0.62568  -0.019
C -2.41369 -1.95460 0.40765  -0.198
H -1.94712 0.57834 1.58519  0.057
H -0.87662 -0.11589 2.62921  0.132
H -2.58305 -1.59394 3.77685  0.130
H -4.13382 -3.49968 3.49060  0.122
H -4.67817 -4.34862 1.24430  0.130
H -4.25636 -4.25342 -1.27211  0.137
H -2.96440 -3.23841 -3.14344  0.125
H -1.27670 -1.48604 -2.63196  0.109
O -3.67240 0.60759 -1.15153  -0.258
S -2.85684 1.60809 -0.53361  0.686
O -2.98918 1.75255 0.91077  -0.305
N -1.24613 1.34129 -0.88713  -0.236
C -0.68817 2.42658 -1.52013  -0.812
S 0.88695 2.64642 -1.90853  0.765
C -1.70788 3.47344 -1.80304  -0.241
C -1.52171 4.68361 -2.45374  -0.013
C -2.60998 5.53629 -2.57631  -0.029
C -3.85874 5.19935 -2.05753  -0.033
C -4.05597 3.98924 -1.40692  -0.010
C -2.95836 3.15778 -1.31020  -0.238
H -0.55005 4.94284 -2.85013  0.103
H -2.48808 6.48332 -3.08421  0.120
H -4.68500 5.88937 -2.15991  0.121
H -5.02041 3.71393 -1.00297  0.132

Forces on atoms 1 to 2 (eV/Å):
Rh 0.236 -0.668 1.053
C 0.026 0.002 -0.011

---

Number 1: strongest force on any atom 0.77 eV Å⁻¹. Number 2: strongest force on any atom 1.27 eV Å⁻¹.